Entry 1:
31
Properties=species:S:1:pos:R:3:forces:R:3 method="wB97M-V/def2-TZVPD" homo_ha=-0.2912 smiles="CC(=O)S[C@H](CC(=O)[O-])C[N+](C)(C)C" total_energy_ev=-28074.7650 charge=0 de_lowest_ev=0.601
C 4.23003 -1.49130 0.30747 -0.05 -0.03 -0.23
C 2.88217 -0.85738 0.42656 -0.99 0.93 3.74
O 2.34132 -0.74897 1.54931 0.78 -0.84 -2.43
S 2.20836 -0.00861 -0.94354 0.41 -0.86 -1.46
C 0.43177 -0.40450 -0.86982 -1.01 0.18 0.58
C -0.08987 -0.89266 -2.23096 0.68 0.22 -1.19
C -1.61511 -1.04614 -2.26649 -1.28 0.59 2.22
O -2.08779 -2.03089 -1.64077 0.52 0.04 -0.76
O -2.25586 -0.01665 -2.62426 0.49 -0.45 -0.24
C -0.24502 0.92283 -0.43876 -0.95 -0.57 -1.22
N -1.17088 0.88515 0.76168 0.09 0.33 -0.35
C -2.18616 -0.20711 0.64455 -1.52 0.29 -1.36
C -1.90980 2.17967 0.77325 -0.50 0.82 0.17
C -0.38451 0.73920 1.98438 1.71 -0.76 1.04
H 4.16805 -2.50922 0.70391 0.13 0.29 0.32
H 4.50506 -1.59092 -0.72802 0.34 0.15 -0.39
H 4.94380 -0.85516 0.85677 -0.18 -0.52 -0.14
H 0.24593 -1.17975 -0.11840 0.36 0.07 -0.05
H 0.11669 -0.10854 -2.96929 0.31 -0.15 0.01
H 0.39497 -1.82510 -2.55972 0.00 0.33 0.40
H 0.55698 1.62546 -0.32458 -0.12 0.70 0.90
H -0.88536 1.29276 -1.24354 -0.01 -0.31 -0.17
H -1.77173 -1.18682 0.51999 0.59 -0.32 0.11
H -2.76957 -0.03276 -0.29300 0.60 -0.07 0.54
H -2.92035 -0.20841 1.44937 0.45 0.35 0.39
H -2.34815 2.32748 1.77234 -0.08 -0.26 -0.47
H -1.24607 3.03831 0.60812 0.12 -0.48 -0.06
H -2.68504 2.17823 -0.01638 0.48 -0.14 0.47
H 0.57583 1.30832 1.93935 -0.98 -0.21 -0.08
H -0.07432 -0.31529 2.10668 -0.21 0.55 -0.22
H -0.95538 1.01877 2.86379 -0.19 0.12 -0.07

Entry 2:
77
Properties=species:S:1:pos:R:3:forces:R:3 method="wB97M-V/def2-TZVPD" homo_ha="-0.4848 / -0.4844" total_energy_ev=-126389.5518 charge=+2 de_lowest_ev=0.731
Mn 0.02670 -0.35843 -0.73780 0.09 0.27 0.62
O -1.07380 -1.18744 2.32877 0.10 0.02 -0.12
S 0.07239 -0.76943 1.49717 -0.03 0.20 -0.60
C 1.42479 -1.90744 1.72997 -0.05 -0.07 0.01
C 1.37912 -2.82977 2.75955 0.05 -0.01 0.01
C 2.42451 -3.73795 2.87298 -0.01 0.01 0.01
C 3.47224 -3.71726 1.96116 -0.02 0.01 -0.01
C 3.49263 -2.78930 0.92650 0.02 -0.03 0.00
C 2.46094 -1.86817 0.79767 0.04 0.07 0.04
P 2.32025 -0.60986 -0.51896 -0.24 -0.39 -0.39
C 3.54962 0.65336 -0.12050 -0.13 0.16 0.00
C 3.67783 1.72029 -1.01356 0.00 -0.01 0.01
C 4.57550 2.74151 -0.75523 -0.01 0.00 0.01
C 5.34158 2.71277 0.40504 -0.01 0.00 0.01
C 5.20800 1.66359 1.30055 -0.01 -0.01 -0.01
C 4.31231 0.63262 1.04166 0.01 0.01 0.02
C 2.89878 -1.41742 -2.03614 0.16 0.03 0.04
C 4.24338 -1.55799 -2.37244 0.05 0.06 0.02
C 4.60586 -2.20150 -3.54601 0.00 0.01 0.03
C 3.62959 -2.70786 -4.39358 -0.04 -0.01 -0.02
C 2.28582 -2.56489 -4.07582 0.10 0.00 0.02
C 1.92921 -1.91663 -2.90304 -0.05 -0.09 -0.09
C 0.75896 0.73329 2.18803 0.02 -0.08 0.10
C 1.52470 0.70910 3.34017 -0.01 0.04 0.06
C 2.06511 1.89542 3.81888 -0.03 -0.02 -0.02
C 1.83859 3.08268 3.13884 -0.03 -0.02 -0.03
C 1.05060 3.10041 1.99356 -0.04 0.04 0.08
C 0.48106 1.92427 1.51515 0.12 0.16 -0.08
P -0.35434 1.79551 -0.09848 -0.05 -0.41 0.22
C -0.53136 3.48015 -0.72307 0.13 -0.04 -0.16
C -0.04444 3.77041 -1.99556 0.04 0.03 0.04
C -0.22606 5.03597 -2.54028 0.01 -0.02 0.02
C -0.89758 6.00748 -1.81491 0.00 0.01 -0.01
C -1.39292 5.72159 -0.54626 0.00 -0.01 0.01
C -1.21421 4.46200 -0.00030 -0.04 -0.01 -0.02
C -2.15718 1.38523 0.22079 -0.10 0.04 0.15
C -2.89850 1.39733 -1.06234 -0.13 -0.09 -0.01
C -4.40218 1.50408 -1.15486 0.30 -0.33 -0.18
C -5.20959 1.50183 1.06344 0.23 -0.12 0.12
C -4.00870 1.58912 1.94935 -0.07 0.15 -0.08
C -2.73530 1.57214 1.57401 0.07 -0.08 -0.06
H 0.53630 -2.84113 3.43890 -0.01 -0.01 -0.01
H 2.41420 -4.47136 3.66791 0.00 0.00 -0.01
H 4.27314 -4.43917 2.04807 0.00 0.01 0.00
H 4.30408 -2.79798 0.20911 0.00 0.00 0.00
H 3.08321 1.74072 -1.92121 0.01 0.00 -0.01
H 4.68300 3.55830 -1.45650 0.00 0.00 0.00
H 6.04556 3.50906 0.60694 0.00 0.00 0.00
H 5.80657 1.64042 2.20155 0.00 0.00 0.00
H 4.21754 -0.18334 1.74685 0.00 -0.01 -0.01
H 5.00795 -1.14556 -1.72370 0.00 -0.01 -0.01
H 5.65153 -2.30478 -3.80306 0.00 0.00 0.01
H 3.91582 -3.20942 -5.30836 0.00 0.01 0.00
H 1.52586 -2.95283 -4.74021 -0.01 0.00 0.01
H 0.86706 -1.81963 -2.67874 -0.03 0.04 0.08
H 1.71533 -0.22674 3.85033 0.00 0.00 0.00
H 2.67661 1.88666 4.71107 0.00 0.00 0.00
H 2.28204 4.00302 3.49446 0.00 0.00 0.00
H 0.89771 4.03344 1.46868 0.01 0.00 -0.01
H 0.48468 3.00858 -2.55676 0.00 0.00 -0.01
H 0.15746 5.26110 -3.52620 0.00 0.00 0.00
H -1.03591 6.99470 -2.23526 0.00 0.00 0.00
H -1.91364 6.48490 0.01664 0.00 0.00 0.00
H -1.60117 4.24596 0.99006 0.00 0.00 0.00
H -2.38304 1.82438 -1.91642 -0.03 0.12 0.04
H -4.73642 1.39008 -2.18372 -0.06 -0.04 0.01
H -6.13214 1.40172 1.62801 -0.02 0.06 -0.02
H -4.23626 1.74518 2.99620 -0.01 -0.04 0.00
H -1.99505 1.70362 2.35541 -0.01 -0.12 0.00
C -6.92744 -0.82012 0.38109 0.00 0.08 -0.06
O -5.99899 -0.18056 -0.56510 -0.17 -0.42 -0.08
C -5.19418 0.70884 -0.19311 -0.02 0.49 0.20
S -5.27976 2.85254 -0.24374 -0.10 0.18 -0.01
S -2.34763 -0.29483 -0.61399 -0.01 0.20 0.14
H -7.08322 -1.81580 -0.01486 0.00 -0.01 -0.02
H -7.85104 -0.24809 0.36906 0.00 0.01 0.01
H -6.47716 -0.85628 1.36866 0.02 -0.02 0.00

Entry 3:
21
Properties=species:S:1:pos:R:3:forces:R:3 method="wB97M-V/def2-TZVPD" homo_ha=-0.3258 smiles="CCC(=O)N(C)C.O" total_energy_ev=-10980.4779 charge=0 de_lowest_ev=1.401
C -3.03248 -1.23124 -1.45011 0.11 0.81 0.49
C -1.69485 -0.45027 -1.48260 0.53 0.43 -0.14
C -1.08514 -0.19544 -0.08709 -0.14 -1.54 0.02
O -1.62122 -0.73578 0.87805 0.91 0.72 -0.30
N 0.18336 0.36740 -0.03094 -0.36 1.14 -1.33
C 0.69116 1.47229 -0.90153 -1.19 -1.13 -1.04
C 1.05080 0.07186 1.03303 0.52 -0.36 2.03
H -2.89800 -2.27307 -1.11379 0.05 0.55 -0.07
H -3.56486 -1.23932 -2.41609 0.43 0.11 0.30
H -3.65446 -0.70015 -0.71004 -0.06 -0.51 -0.30
H -0.92685 -1.04181 -2.01711 -0.23 0.42 0.06
H -1.74100 0.54868 -1.95739 -0.35 -0.59 -0.26
H 1.73476 1.76695 -0.69983 -0.61 -0.47 0.25
H 0.05998 2.37660 -0.88077 0.18 -0.36 0.17
H 0.63922 1.03008 -1.91067 0.27 0.73 -0.02
H 0.86682 0.76301 1.87272 0.38 -0.35 0.08
H 2.09970 0.18197 0.71008 -0.44 -0.06 0.13
H 0.89858 -0.96132 1.38795 0.00 0.46 -0.06
O 3.74956 0.38341 3.16391 0.76 -0.91 0.25
H 4.13953 -0.28837 2.55985 -0.39 0.69 0.71
H 4.10544 0.15450 4.05228 -0.37 0.22 -0.97

Entry 4:
11
Properties=species:S:1:pos:R:3:forces:R:3 method="wB97M-V/def2-TZVPD" s_squared=0.75 homo_ha="-0.5885 / -0.7696" total_energy_ev=-12903.2461 charge=+2 de_lowest_ev=0.276 spin_multiplicity=2
O -0.69565 -0.64335 0.53719 -0.22 -1.43 -0.30
Li 1.27884 -0.31180 0.85211 0.40 0.28 0.11
C -1.17674 -0.52174 -0.62201 -0.55 0.97 0.85
C -0.89912 0.74192 -1.29020 0.49 0.29 1.52
H -1.88115 -1.26050 -1.02996 0.30 -0.11 0.04
H -1.83957 1.29085 -1.45233 -0.01 -0.17 -0.04
H -0.50417 0.52504 -2.29429 0.44 0.60 0.24
Mg -1.66845 -2.06893 1.97883 -0.17 -0.14 0.19
C 3.36187 0.33617 1.65285 0.80 0.21 0.42
O 4.35220 0.62646 2.09356 -1.03 -0.29 -0.50
H -0.32809 1.28588 -0.42574 -0.45 -0.21 -2.54

Entry 5:
9
Properties=species:S:1:pos:R:3:forces:R:3 method="wB97M-V/def2-TZVPD" s_squared=0.75 homo_ha="-0.1955 / -0.2758" total_energy_ev=-12685.0823 charge=0 de_lowest_ev=0.000 spin_multiplicity=2
C -0.10349 0.15845 -0.58244 4.12 -5.69 -0.58
Li -2.04200 -1.72895 0.66881 0.41 0.65 0.04
O -1.76871 0.14416 0.40848 -3.39 -0.26 1.10
C -1.47792 0.62546 -0.91415 0.71 1.00 1.00
H -1.59176 1.71697 -0.98480 -0.18 -0.30 0.02
H -2.02214 0.14070 -1.73712 0.37 -0.11 0.28
Pb 1.88019 0.38160 0.77166 1.01 0.65 1.12
O 1.08349 -0.43563 -1.03703 -0.17 2.19 -2.98
C -0.33387 -0.63457 0.51752 -2.88 1.87 0.00

Entry 6:
65
Properties=species:S:1:pos:R:3:forces:R:3 method="wB97M-V/def2-TZVPD" homo_ha="-0.5095 / -0.5057" total_energy_ev=-149710.3925 charge=+2 de_lowest_ev=0.000
Sn 1.07630 0.15299 -1.01906 -0.20 -0.18 -0.25
I 1.42084 5.54750 -0.88270 0.43 -0.18 -0.02
C 3.05236 4.26433 -0.97437 -0.52 0.43 0.00
C 4.35148 4.73800 -0.93964 -0.11 0.05 0.00
C 5.42878 3.86753 -0.97256 0.65 0.32 0.03
I 7.34563 4.68078 -0.86052 -0.51 -0.19 -0.05
C 5.23173 2.44791 -1.06392 -0.27 -0.27 -0.01
C 6.26480 1.49331 -1.05984 0.00 0.05 0.03
C 5.96141 0.15555 -1.12054 0.04 -0.01 -0.04
C 4.62208 -0.22999 -1.19129 -0.02 0.05 -0.07
N 3.63083 0.64431 -1.19748 -0.02 0.11 0.24
C 3.91360 1.95919 -1.12834 0.42 -0.16 -0.02
C 2.77235 2.86408 -1.05556 -0.35 -0.04 -0.02
O 1.59294 2.41876 -1.04661 0.24 -0.08 0.26
H 4.52282 5.80372 -0.87411 0.02 -0.01 0.00
H 7.29413 1.81885 -0.99090 0.00 -0.01 -0.04
H 6.74170 -0.59211 -1.11249 -0.01 -0.01 0.00
H 4.34601 -1.27717 -1.23486 0.03 -0.01 0.00
O -8.46910 -1.27076 -1.96189 0.08 -1.03 -0.63
S -7.53008 -2.54242 -2.67385 -0.39 0.40 0.58
O -6.97250 -3.31208 -1.59668 0.13 0.17 0.03
O -8.41325 -3.13621 -3.62433 -0.19 0.18 -0.18
C -7.78960 -0.40675 -1.20901 1.10 1.13 0.64
N -8.49610 0.36553 -0.39658 -0.61 -0.48 -0.33
C -7.82910 1.20967 0.36410 0.08 0.04 0.03
C -6.44087 1.29723 0.35238 0.07 -0.09 -0.11
C -5.78985 0.48621 -0.56689 -0.40 0.30 0.36
N -6.46949 -0.33734 -1.35323 -0.15 -0.61 -0.40
C -4.31495 0.45174 -0.70529 0.26 -0.04 -0.01
C -3.48573 1.43411 -0.16490 0.03 -0.03 -0.06
C -2.11633 1.29152 -0.27427 -0.08 0.10 -0.07
N -1.53845 0.25549 -0.89358 0.27 0.17 0.34
C -2.33297 -0.66715 -1.44518 0.06 -0.11 -0.08
C -3.70942 -0.61147 -1.37292 -0.03 0.00 0.05
H -8.43802 1.83358 1.00844 0.10 0.02 0.06
H -5.92304 1.94946 1.03793 0.00 0.04 -0.03
H -3.88528 2.31051 0.32419 -0.02 -0.01 0.03
H -1.44684 2.03790 0.14185 -0.05 0.02 0.00
H -1.83837 -1.48073 -1.96505 -0.02 -0.02 0.02
H -4.31948 -1.38964 -1.80902 0.01 0.01 -0.01
N -1.99751 -5.38318 1.58111 0.06 0.04 -0.01
C -1.14399 -5.01154 0.90877 -0.18 -0.07 0.13
C -0.10564 -4.50547 0.06339 0.17 0.02 -0.15
C 0.75615 -5.34534 -0.63932 -0.04 0.08 0.04
C 1.70692 -4.77018 -1.46555 0.04 -0.04 -0.01
C 1.78140 -3.39057 -1.54371 -0.06 0.06 0.02
N 0.97439 -2.58002 -0.85197 -0.01 -0.02 0.15
C 0.04622 -3.13132 -0.07607 0.05 -0.04 -0.03
H 0.67436 -6.41897 -0.53841 -0.02 0.00 -0.03
H 2.38129 -5.38537 -2.04413 0.01 0.01 0.01
H 2.50384 -2.90706 -2.19255 0.02 -0.05 0.00
H -0.61107 -2.45528 0.45608 -0.06 -0.08 0.02
Se -0.51888 -0.29062 2.27880 -0.42 -0.14 -0.25
N 0.99286 0.17622 1.43891 0.21 0.23 -0.68
C 1.86850 0.56626 2.37046 -0.24 -0.12 0.10
C 3.18644 1.03318 2.15197 0.28 0.12 0.00
C 3.94100 1.38646 3.22956 -0.11 -0.06 -0.34
C 3.44825 1.29543 4.56426 -0.18 -0.05 0.27
C 2.19086 0.85526 4.82324 0.27 0.11 0.15
C 1.36642 0.48132 3.72710 -0.17 -0.09 -0.36
N 0.12311 0.04335 3.84528 0.25 0.10 0.54
H 3.57045 1.10101 1.14542 0.04 -0.02 0.12
H 4.94916 1.74770 3.07258 0.01 -0.01 0.02
H 4.09988 1.58458 5.37723 -0.02 0.00 0.01
H 1.79458 0.77826 5.82607 0.01 0.00 0.00